115
Properties=species:S:1:pos:R:3:forces:R:3:lowdin_charge:R:1 method="wB97M-V/def2-TZVPD" total_charge=+1 homo_lumo_gap_ha=0.2444 spin_multiplicity=1
C 5.83829 -2.79555 2.93839 -0.08 -0.38 0.17 -0.130
C 5.92739 -1.46511 3.82151 -0.04 -0.25 -0.50 -0.184
C 6.01016 -0.10818 2.93264 1.21 -1.75 1.86 -0.206
O 4.66080 0.29027 2.62351 1.85 1.22 -0.73 -0.146
C 4.57108 1.35214 1.65812 -1.13 -0.99 0.09 -0.378
P 5.04795 0.98680 -0.18906 0.25 0.74 -1.88 1.047
C 5.48949 -0.85707 -0.39830 -0.69 -0.26 -0.11 -0.221
O 6.48080 1.80628 -0.64001 -0.35 -0.40 0.90 -0.339
C 2.94454 1.46564 1.45579 1.21 2.38 -0.75 -0.293
C 2.00875 1.47735 2.74600 -0.68 0.86 1.18 -0.128
C 1.26571 2.89447 3.02642 0.62 -0.50 1.89 -0.421
S -0.15132 3.18690 1.86826 0.07 1.55 -0.83 0.970
C -0.07166 4.84360 1.12480 1.84 5.61 -3.08 -0.481
N 0.87829 5.48129 0.28820 -0.56 -3.48 1.75 -0.064
N 0.59898 6.73234 -0.12551 -5.12 -0.57 3.36 0.024
C -0.67494 6.99813 0.48004 4.08 -2.81 -1.16 -0.056
O -1.07134 5.88077 1.22264 0.28 0.77 -0.37 -0.050
N 2.54103 0.51558 0.39288 -1.65 -0.23 0.60 -0.140
C 2.35405 -0.88566 0.84355 0.05 -2.06 -0.11 -0.069
C 1.34956 0.91378 -0.36519 -2.41 1.57 -3.44 -0.376
C -0.12190 0.34208 0.00566 1.06 -0.55 0.80 -0.035
O 1.36378 1.65902 -1.38437 1.11 -2.16 4.03 0.049
C 3.06235 2.97285 0.83217 1.04 -0.68 0.58 0.017
N 4.16406 3.64195 1.23372 -3.75 -1.51 -1.02 -0.360
Cl 4.16284 5.24001 0.61946 0.94 0.01 0.64 0.834
C 5.04973 2.84735 2.10619 1.97 -2.38 3.35 -0.345
C 6.62916 3.07862 2.20188 1.91 -0.01 -1.73 -0.162
C 7.24670 4.27177 1.33919 0.02 -0.01 -0.36 -0.124
N 4.65958 2.85605 3.57115 -1.65 1.98 -1.27 -0.024
C 4.59597 4.22405 4.13587 -0.10 0.52 2.48 -0.248
C 4.43178 4.02557 5.74715 -0.01 -1.25 -0.50 -0.068
H 4.96252 -2.79432 2.19303 1.31 0.15 1.06 0.061
H 6.82454 -2.99270 2.38040 -1.53 0.39 0.71 0.089
H 5.65338 -3.70617 3.61668 0.34 1.41 -0.94 0.085
H 6.88949 -1.55670 4.44846 -1.57 0.34 -0.83 0.122
H 5.00721 -1.42801 4.51538 1.53 0.18 -0.99 0.108
H 6.58822 0.63474 3.59078 -1.09 -0.62 -1.02 0.121
H 6.67423 -0.33350 2.03506 -1.08 0.52 0.75 0.124
H 4.64584 -1.28591 -1.05828 1.31 0.77 0.94 0.059
H 6.46383 -0.97035 -0.97706 -1.18 0.23 1.03 0.068
H 5.44663 -1.43900 0.57549 0.43 0.73 -1.27 0.006
H 6.28102 2.62345 -1.14461 -0.15 -0.97 0.39 0.049
H 1.15452 0.71280 2.73257 1.44 0.86 -0.51 0.106
H 2.58109 1.26116 3.72192 -0.53 0.37 -1.79 0.128
H 1.98405 3.76344 3.15971 -0.95 -1.03 -0.52 0.075
H 0.78349 2.74650 4.06573 0.66 0.38 -1.63 0.099
H -1.19764 7.98277 0.29280 0.10 -1.80 0.79 0.148
H 3.30994 -1.39267 1.22836 -1.30 1.23 -0.58 0.085
H 2.04353 -1.49439 -0.08495 0.50 0.97 1.43 0.125
H 1.55379 -1.07166 1.62718 0.85 0.46 -0.83 0.098
H -0.92688 0.93575 -0.52798 1.32 -0.74 0.58 0.099
H -0.26313 0.43161 1.13893 0.00 -0.27 -1.63 0.054
H -0.19189 -0.77834 -0.24523 0.06 1.76 0.29 0.091
H 2.31415 3.47750 0.14101 1.02 -0.53 0.90 0.114
H 7.14829 2.11862 1.82708 -0.98 1.47 0.45 0.110
H 7.02301 3.21313 3.27535 -1.22 -0.15 -1.52 0.132
H 8.38900 4.17705 1.23997 -1.80 -0.04 0.22 0.099
H 6.80072 4.24837 0.27950 0.81 0.22 1.63 0.046
H 7.04234 5.28137 1.82365 0.12 -1.27 -0.72 0.071
H 5.28233 2.25684 4.12149 -0.21 0.39 -0.55 0.107
H 5.52818 4.86484 3.99135 -1.03 -0.79 -0.24 0.111
H 3.68512 4.83594 3.80857 1.30 -1.08 -0.09 0.101
H 5.38966 4.30274 6.29504 -1.44 -0.06 -0.63 0.082
H 4.27477 2.88814 5.93712 0.23 2.07 -0.28 0.057
H 3.49888 4.53183 6.15934 1.50 -0.45 -0.47 0.084
C -3.53519 -1.62251 -0.85036 -0.29 1.06 -0.65 -0.066
C -4.02882 -2.98774 -0.51614 -0.27 -0.67 -0.50 -0.324
O -3.03089 -3.49431 0.34959 -0.01 0.81 0.40 0.148
C -2.50817 -2.40208 0.97370 0.73 0.00 0.96 -0.539
O -1.83373 -2.44958 1.96179 -0.32 0.13 -0.77 0.151
O -2.85358 -1.24457 0.34029 0.18 -0.71 0.44 0.049
F -4.07654 -3.77036 -1.62048 -0.10 -0.17 0.04 0.083
H -2.83108 -1.62075 -1.68764 -0.06 -0.27 0.03 0.151
H -4.34766 -0.93087 -1.07444 0.09 -0.04 0.22 0.131
H -4.99701 -3.00307 -0.00850 0.02 -0.09 -0.15 0.175
C -8.16664 -3.00214 -4.14649 -0.91 -0.29 -0.41 -0.055
C -6.72188 -3.37627 -4.21682 0.41 -0.41 -0.73 -0.322
O -6.09474 -2.40304 -3.40212 -0.55 0.06 0.53 0.121
C -7.02848 -2.05271 -2.47517 -0.23 0.58 0.84 -0.524
O -6.78076 -1.46017 -1.46325 -0.03 -0.36 -0.66 0.153
O -8.27496 -2.46383 -2.83322 0.87 0.25 0.32 0.092
F -6.24746 -3.25074 -5.47873 0.18 0.03 0.02 0.085
H -8.44049 -2.23574 -4.87681 0.21 -0.06 -0.02 0.135
H -8.82560 -3.86092 -4.27602 0.06 0.10 0.23 0.141
H -6.49759 -4.37520 -3.83484 0.08 0.07 -0.19 0.169
C -6.62702 1.00698 -7.44491 0.19 0.96 0.11 -0.066
C -7.01373 -0.26225 -6.75487 -0.52 -0.24 0.14 -0.332
O -7.00805 -1.21497 -7.79707 0.54 0.46 0.14 0.132
C -6.08367 -0.76344 -8.69314 0.71 -0.71 -1.40 -0.529
O -5.61160 -1.43080 -9.56234 -0.46 0.55 0.69 0.180
O -5.75972 0.54179 -8.46878 -0.18 -0.61 0.09 0.080
F -8.27268 -0.18051 -6.25430 -0.11 -0.12 0.23 0.070
H -7.48175 1.51840 -7.89640 -0.09 -0.20 0.13 0.150
H -6.11296 1.70300 -6.78074 0.12 -0.10 -0.18 0.144
H -6.32126 -0.57472 -5.96770 -0.19 -0.05 0.06 0.167
C -9.13227 -5.34057 -8.20468 -0.24 0.83 -0.59 -0.057
C -9.62612 -6.71413 -7.87687 -0.02 -0.60 -0.55 -0.320
O -8.62905 -7.21551 -7.00801 -0.15 0.72 0.35 0.151
C -8.11330 -6.12539 -6.37854 0.86 -0.01 0.84 -0.522
O -7.44387 -6.17470 -5.38796 -0.49 0.14 -0.63 0.166
O -8.45796 -4.96846 -7.00918 0.06 -0.59 0.44 0.062
F -9.66704 -7.49341 -8.98217 -0.14 -0.09 0.06 0.085
H -8.42433 -5.33468 -9.03784 -0.08 -0.23 0.05 0.153
H -9.94430 -4.64815 -8.42978 0.14 0.04 0.20 0.146
H -10.59682 -6.73543 -7.37315 0.02 -0.15 -0.11 0.178
C 1.01124 -0.89289 6.59843 -1.00 -0.12 0.00 -0.061
C 2.28322 -1.63480 6.86258 0.26 -0.58 -0.41 -0.318
O 3.27324 -0.63393 6.72812 -0.47 0.26 0.39 0.129
C 2.66304 0.53201 7.08118 0.45 1.29 0.32 -0.526
O 3.24669 1.54121 7.34711 -0.51 -0.86 -0.28 0.153
O 1.30701 0.40464 7.10066 0.73 -0.01 -0.01 0.078
F 2.49848 -2.58393 5.92049 0.12 -0.10 0.05 0.078
H 0.77668 -0.82506 5.53223 0.19 -0.17 0.02 0.142
H 0.15788 -1.33021 7.11790 0.07 0.23 0.05 0.149
H 2.34538 -2.08146 7.85883 0.08 -0.10 -0.14 0.181

21
Properties=species:S:1:pos:R:3:forces:R:3:mulliken_spin:R:1 method="wB97M-V/def2-TZVPD" e_above_lowest_kcal_mol=15.23 total_charge=-1 homo_lumo_gap_ha="0.1029 / 0.3345" spin_multiplicity=2
C 0.83813 0.17892 1.91031 2.25 -0.12 -0.81 0.359
N 1.52425 0.57000 0.65226 1.07 0.60 -1.01 -0.633
C 2.22696 -0.51981 -0.04948 0.18 0.15 0.31 2.308
N 1.28094 -1.34565 -0.73588 -0.17 -1.66 0.01 -0.268
H 1.54967 0.09777 2.75761 -0.36 0.09 -0.21 -0.125
H 0.53917 -0.82693 1.64221 -0.86 -0.10 0.62 0.062
H 0.06226 0.90050 2.12434 -0.43 -0.15 0.11 -0.097
H 2.25031 1.31525 0.66844 -0.89 -0.07 0.77 -0.300
H 2.93450 -0.19047 -0.84339 -0.11 0.81 0.81 -1.080
H 2.83759 -1.03997 0.72725 -0.40 -0.31 -0.53 0.257
H 1.61125 -1.67343 -1.64653 -0.26 0.38 0.40 -0.280
H 0.35565 -0.96294 -0.79001 -0.06 0.22 -0.20 0.248
H 0.21712 1.26021 -0.23066 -0.38 0.58 -0.28 0.330
H 0.32230 1.67134 -1.60357 -0.31 0.27 -0.68 -0.139
O -0.37154 1.72761 -0.92738 1.01 -0.71 0.82 0.041
H -3.10693 -1.11777 -0.77569 -0.35 -0.10 0.28 -0.007
H -3.76952 -1.87551 -1.89197 -0.10 -0.09 -0.41 -0.021
O -3.63903 -1.91641 -0.94763 0.35 0.32 0.21 0.088
H -3.10959 1.78183 0.19555 0.16 0.02 -0.10 -0.008
H -1.81825 1.05585 -0.28498 -0.54 0.35 -0.17 0.056
O -2.73525 0.90960 0.04922 0.18 -0.48 0.06 0.208